No. 1
C4H12N2O | ωB97M-V with the def2-TZVPD basis set

For the energy relative to the best compared isomer or geometry (same formula, charge and spin), the calculation gives 3.113 eV. Its spin multiplicity is 1. The gap between HOMO and LUMO comes out at 9.63 eV. Its structure (SMILES) is C=NCCCN.O. Its calculated total energy is -344.27063 Eh.

Positions of all 19 atoms, in Å:
1 C -2.4346 0.4972 -1.3202
2 N -1.3397 0.7023 -0.6942
3 C -0.0576 0.0063 -0.9856
4 C 0.1201 -1.2131 -0.0360
5 C 0.7805 -0.7663 1.2943
6 N 1.7328 -1.7063 1.7289
7 H -3.3490 1.1491 -1.1887
8 H -2.7796 -0.0749 -2.0916
9 H 0.0501 -0.2097 -2.0727
10 H 0.7552 0.6952 -0.7411
11 H 0.7457 -2.0174 -0.5247
12 H -0.8365 -1.5504 0.2552
13 H -0.0398 -0.7037 1.9406
14 H 1.1087 0.2260 1.1643
15 H 2.6862 -1.3664 1.8841
16 H 1.6728 -2.6480 1.2872
17 O 0.5579 3.0121 -0.3055
18 H -0.3847 2.9754 -0.1849
19 H 1.0116 2.9928 0.5907



No. 2
C12H24F6O3PRb | ωB97M-V with the def2-TZVPD basis set

For the energy relative to the best compared isomer or geometry (same formula, charge and spin), the calculation gives 0.180 eV. Its spin multiplicity is 1. The gap between HOMO and LUMO comes out at 10.19 eV. Its calculated total energy is -1662.22945 Eh.

Positions of all 47 atoms, in Å:
1 Rb 0.1585 -0.7033 -0.2953
2 P -2.5432 -2.9751 -1.1470
3 F -1.4189 -3.0253 -2.3222
4 F -2.6721 -4.5754 -1.2089
5 F -1.3443 -3.1016 -0.0483
6 F -3.6486 -2.9111 0.0112
7 F -2.2994 -1.3523 -1.1036
8 F -3.7001 -2.7420 -2.2488
9 C -1.3783 -1.2308 4.2786
10 C -2.7492 -1.1508 3.5665
11 C -2.5257 -0.0857 2.4920
12 O -1.1098 -0.0345 2.3141
13 C -0.5504 -0.1263 3.6081
14 H -0.8864 -2.1785 4.0407
15 H -1.4092 -1.2304 5.3673
16 H -3.5309 -0.8620 4.2696
17 H -3.0225 -2.1116 3.1389
18 H -2.8456 0.9249 2.7801
19 H -3.0110 -0.3116 1.5425
20 H -0.6089 0.8358 4.1353
21 H 0.5068 -0.3762 3.5129
22 C -1.7539 3.9688 -0.9394
23 C -0.3642 4.1855 -1.5248
24 C 0.0494 2.7491 -1.8707
25 O -0.5846 1.9451 -0.8757
26 C -1.5253 2.6985 -0.1219
27 H -2.4719 3.8750 -1.7558
28 H -2.0597 4.8271 -0.3383
29 H 0.3111 4.6036 -0.7740
30 H -0.3662 4.8882 -2.3583
31 H 1.1310 2.6398 -1.7482
32 H -0.2236 2.4736 -2.8906
33 H -1.0974 2.9935 0.8410
34 H -2.4579 2.1564 0.0305
35 C 4.3037 -0.6754 -2.6723
36 C 4.4503 -2.0712 -2.0766
37 C 3.5781 -2.0327 -0.8068
38 O 2.9981 -0.7183 -0.7291
39 C 3.7629 0.1730 -1.5252
40 H 3.5722 -0.7076 -3.4796
41 H 5.2302 -0.2328 -3.0384
42 H 5.4709 -2.3102 -1.7899
43 H 4.0462 -2.8240 -2.7485
44 H 4.1745 -2.2677 0.0782
45 H 2.7144 -2.6992 -0.8086
46 H 4.5490 0.6592 -0.9264
47 H 3.1520 1.0265 -1.8345



No. 3
C15H21N4O4ReS3Se | ωB97M-V with the def2-TZVPD basis set

As for the expectation value of S²: 1.23. The charge is -1. For the energy relative to the best compared isomer or geometry (same formula, charge and spin), the calculation gives 1.370 eV. Its spin multiplicity is 2. The gap between HOMO and LUMO (alpha / beta) comes out at 6.27 / 6.85 eV. Its calculated total energy is -4778.56016 Eh.

Positions of all 49 atoms, in Å:
1 Re -0.0783 -0.6196 0.2810
2 C 2.6465 -0.3979 -6.4303
3 C 2.1690 0.1200 -5.1014
4 C 3.0761 0.4402 -4.0967
5 C 2.6408 0.8861 -2.8608
6 C 1.2777 1.0043 -2.6350
7 C 0.3495 0.6913 -3.6159
8 C 0.8061 0.2558 -4.8474
9 S 0.7770 1.5794 -1.0557
10 O 0.9590 2.9987 -0.9855
11 O 1.5519 0.7821 -0.0466
12 N -0.7109 1.0379 -0.8549
13 C -1.5854 1.9158 -0.0555
14 C -1.2982 1.7720 1.4368
15 O -1.6798 2.5895 2.2407
16 O -0.6447 0.6728 1.7413
17 H 3.7261 -0.2945 -6.5259
18 H 2.1750 0.1387 -7.2556
19 H 2.4007 -1.4557 -6.5432
20 H 4.1370 0.3043 -4.2587
21 H 3.3544 1.0786 -2.0703
22 H -0.7071 0.7715 -3.4012
23 H 0.0899 -0.0014 -5.6197
24 H -2.6128 1.6005 -0.2402
25 H -1.4774 2.9596 -0.3458
26 Se -1.1409 -2.4286 1.1876
27 C 2.9973 -4.6519 1.7661
28 C 3.1013 -4.7453 0.2508
29 N 2.4965 -3.5880 -0.3997
30 C 1.2926 -3.4164 -0.8715
31 S 0.8795 -1.8620 -1.5834
32 N 0.3265 -4.3450 -0.9504
33 C 0.1204 -5.5824 -0.2064
34 C 0.3204 -6.8233 -1.0622
35 H 3.3916 -5.5575 2.2301
36 H 1.9643 -4.5071 2.0879
37 H 3.5748 -3.7991 2.1210
38 H 2.6727 -5.6656 -0.1381
39 H 4.1500 -4.7250 -0.0478
40 H 3.1281 -2.7624 -0.3480
41 H -0.5001 -3.9619 -1.3835
42 H -0.9004 -5.5423 0.1779
43 H 0.7645 -5.5947 0.6665
44 H -0.3749 -6.8308 -1.9023
45 H 0.1506 -7.7244 -0.4711
46 H 1.3321 -6.8612 -1.4680
47 S 4.8298 -1.5602 0.2948
48 C 5.3451 -1.4014 -1.2944
49 N 5.7005 -1.2901 -2.3956